# 1
2 unconnected molecules or ions with the total composition C9H12F3NO in a non-equilibrium geometry. Source: the Open Molecules 2025 dataset; level of theory: the ωB97M-V functional and the def2-TZVPD basis.

Cartesian coordinates (Å):
C1 -0.1799 0.9895 0.9001
H1 0.5769 1.2444 3.0592
H2 0.3070 -2.1929 0.1459
H3 -0.7429 1.6983 0.3508
H4 -1.1636 0.8005 2.6942
H5 0.3997 -1.9532 -2.8484
H6 0.8085 1.2697 0.7490
F1 -2.4528 0.1888 -0.5614
O1 -0.2719 1.1845 -2.7748
F2 -2.5774 -0.9320 1.3395
H7 -1.9834 -1.4115 -3.9887
C2 1.6063 -1.4492 1.3613
H8 2.3915 -2.2541 1.2435
C3 -0.0209 -1.0097 -2.9559
H9 1.3368 0.4738 -1.9024
H10 -0.7078 2.3246 2.5173
C4 -0.3576 1.3687 2.3723
H11 -2.1936 1.4028 -3.5269
C5 -1.2427 -0.6611 -3.5398
C6 0.4974 0.1595 -2.5048
C7 -1.8073 -0.7424 0.1944
F3 -1.8219 -1.9401 -0.3597
H12 1.7961 -0.6821 2.1191
C8 -0.4343 -0.4168 0.6205
C9 -1.4023 0.6668 -3.3697
N1 0.4815 -1.3973 0.7002

- HOMO level: -7.23 eV
- E_LUMO: 0.028 hartree
- Gap between HOMO and LUMO: 7.98 eV
- Total energy: -21214.23510 eV


# 2
2 unconnected molecules or ions with the total composition C9H12FI in a non-equilibrium geometry. Source: the Open Molecules 2025 dataset; level of theory: the ωB97M-V functional and the def2-TZVPD basis.

Cartesian coordinates (Å):
H1 -2.1112 0.7851 2.5574
C1 0.2481 -1.5211 0.0762
C2 0.8833 0.9655 -1.4779
C3 -0.4032 1.2595 1.4302
C4 0.4078 1.6270 0.6835
H2 0.6436 -1.3080 1.1202
H3 -2.7311 0.5368 0.0409
F1 2.4941 2.2841 -0.3378
H4 1.1411 -1.5107 -0.5297
C5 1.2598 1.6669 -0.3910
H5 -0.4749 -0.5368 -2.3644
C6 -2.0724 -0.1881 0.6283
H6 -2.7211 -1.0402 0.7994
H7 -1.2324 0.8462 -1.7796
H8 1.6049 0.8014 -2.1667
C7 -0.4328 0.1972 -1.5171
H9 0.2402 -2.5882 0.2241
C8 -1.4185 0.3463 1.8888
H10 -0.8339 -0.5233 2.3632
H11 3.5862 0.7340 0.2292
I1 4.4874 -0.5433 -0.1644
C9 -0.9789 -0.8002 -0.3973
H12 -1.5863 -1.4902 -0.9157

- HOMO level: -8.92 eV
- SMILES: C[C@@H]1C/C=C(/F)C#CCC1.I
- E_LUMO: 0.026 hartree
- Gap between HOMO and LUMO: 9.62 eV
- Total energy: -20341.54738 eV


# 3
2 unconnected molecules or ions with the total composition C9H12INO in a non-equilibrium geometry. Source: the Open Molecules 2025 dataset; level of theory: the ωB97M-V functional and the def2-TZVPD basis.

Cartesian coordinates (Å):
I1 -3.7624 -1.6788 0.8709
H1 0.6459 2.9085 -2.1722
C1 0.6567 1.2357 0.5851
C2 0.0780 0.4350 -1.5648
C3 -1.8974 -2.3488 1.4319
H2 3.1846 1.4609 -1.7012
C4 -0.5648 -0.6518 -1.0276
O1 -1.5880 -3.6156 1.0332
H3 -2.1767 -1.2348 3.2915
H4 -0.5573 -1.6526 3.0657
H5 -2.0078 -2.7988 3.4860
H6 -1.3892 -4.0170 1.8591
C5 -1.5997 -1.9652 2.8489
C6 1.3703 2.5643 -1.3664
C7 0.6836 1.4165 -0.7896
H7 3.0862 2.8349 -2.6061
H8 -1.2525 -1.3904 -1.5316
C8 2.4947 1.9975 -2.2776
N1 0.1538 0.1551 1.2111
H9 2.1235 1.3521 -3.0298
H10 1.1079 1.9198 1.3070
H11 1.7192 3.3131 -0.6744
H12 -0.1015 0.4850 -2.5838
C9 -0.4072 -0.7246 0.3347

- HOMO level (alpha / beta): -7.65 / -7.70 eV
- E_LUMO (alpha / beta): 0.013 / 0.012 hartree
- Gap between HOMO and LUMO (alpha / beta): 8.00 / 8.02 eV
- Total energy: -21161.44415 eV


# 4
A single C9H12N2 molecule in a non-equilibrium geometry. Source: the Open Molecules 2025 dataset; level of theory: the ωB97M-V functional and the def2-TZVPD basis.

Cartesian coordinates (Å):
H1 -1.3725 -0.9667 3.8788
H2 0.1591 2.0262 -2.2776
N1 1.3408 0.3257 -0.3839
C1 1.1390 0.4440 2.0973
N2 -0.7341 -0.8535 -0.6925
H3 1.0360 -1.6747 -2.4216
C2 -1.2372 -1.0177 1.7414
H4 2.0452 1.0183 2.2365
C3 0.6812 -0.6896 -2.7063
C4 -0.7913 -0.6770 3.0162
H5 -1.7073 -0.9402 -0.9506
C5 0.7178 0.0922 0.8311
C6 -0.5756 1.3513 -1.8476
H6 -2.1654 -1.5510 1.5989
C7 0.0669 0.0099 -1.5171
H7 -0.0699 -0.7923 -3.4890
C8 0.3707 0.0508 3.1873
H8 1.5167 -0.1134 -3.0957
H9 -0.9850 1.7982 -0.9407
H10 -1.3853 1.2150 -2.5648
C9 -0.4791 -0.6252 0.6610
H11 1.7426 1.2405 -0.5429
H12 0.6865 0.3293 4.1817

- HOMO level: -7.25 eV
- SMILES: CC1(C)Nc2ccccc2N1
- E_LUMO: 0.032 hartree
- Gap between HOMO and LUMO: 8.11 eV
- Total energy: -12507.65731 eV


# 5
2 unconnected molecules or ions with the total composition C9H12N2O in a non-equilibrium geometry. Source: the Open Molecules 2025 dataset; level of theory: the ωB97M-V functional and the def2-TZVPD basis.

Cartesian coordinates (Å):
H1 5.8742 2.1547 -0.1275
C1 3.9432 -0.2892 0.5080
N1 -3.1780 0.0030 -1.0452
H2 5.7099 1.1607 -1.6023
C2 -2.7370 0.8454 -0.0642
H3 0.0593 -1.8153 -0.8451
C3 0.7414 -0.9903 -0.5732
H4 -1.6992 2.0628 0.8847
O1 -3.5102 0.4917 1.0462
H5 3.1028 -1.8316 1.6307
H6 6.9065 0.6974 -0.3538
N2 -1.7925 1.7438 -0.0835
H7 2.2808 -0.3344 1.7206
C4 2.7868 -0.9746 0.9655
C5 1.9329 -1.4850 -0.2273
H8 -4.8494 -1.2656 -1.3404
C6 5.8996 1.1422 -0.5208
C7 -4.5726 -0.3168 0.6451
H9 -5.3346 -0.5668 1.3594
C8 -4.3306 -0.6516 -0.6170
H10 0.1289 -0.1585 -0.1326
H11 -2.9263 0.0425 -2.0209
H12 2.4074 -2.1210 -1.0394
C9 4.8722 0.3556 0.1169

- HOMO level: -8.28 eV
- SMILES: [H]/N=c1/[nH]cco1.C=CCC#CC
- E_LUMO: 0.028 hartree
- Gap between HOMO and LUMO: 9.04 eV
- Total energy: -14550.78188 eV


# 6
A single C9H12N2O2 molecule in a non-equilibrium geometry. Source: the Open Molecules 2025 dataset; level of theory: the ωB97M-V functional and the def2-TZVPD basis.

Cartesian coordinates (Å):
H1 -3.1159 1.5508 2.7874
O1 1.6198 -0.3869 -0.6932
C1 -1.4971 -1.0363 1.1806
H2 1.4611 1.7022 -1.1463
C2 -2.9425 0.5176 2.3983
N1 -2.1577 -2.0633 1.6962
H3 0.1461 -2.0775 0.0825
N2 0.5345 -0.1581 0.1208
C3 2.7815 0.5076 -2.4108
O2 -1.8016 -3.2389 1.5315
H4 3.6661 1.5940 -4.0631
H5 -4.6310 -0.4953 3.4393
H6 2.2594 2.4953 -3.3197
C4 3.1631 1.8435 -3.1343
C5 -3.7068 -0.6468 2.8011
H7 2.9172 1.1064 -0.4052
C6 2.1565 0.8660 -1.1491
C7 -0.1980 -1.1142 0.4475
C8 -3.3803 -1.9018 2.3888
H8 3.6167 -0.1456 -2.4308
H9 3.9237 2.4146 -2.6126
H10 -3.8673 -2.7726 2.6525
C9 -1.8330 0.2816 1.5964
H11 2.0605 0.0090 -2.9950
H12 -1.1747 1.1487 1.2371

- HOMO level: -8.35 eV
- SMILES: CCCO/N=C/c1cccc[n+]1[O-]
- E_LUMO: 0.007 hartree
- Gap between HOMO and LUMO: 8.54 eV
- Total energy: -16597.90527 eV


Relative energy (zero: lowest compared OMol25 entry of this formula, charge and spin) per entry: 320.4; 6.5; 245.1; 103.9; 472.5; 425.6 kJ/mol